Molecular formula: C7H10
Method: DFT, ωB97M-V/def2-TZVPD

Structure (XYZ):
```
17
Properties=species:S:1:pos:R:3:forces:R:3
C 0.469 0.911 -1.977 -0.12 -0.02 0.07
C -0.562 0.590 -1.210 0.09 0.09 -0.14
C -1.866 -0.040 -1.118 -0.14 -0.11 -0.28
C -1.797 -0.515 0.298 -0.06 -0.15 0.16
C -1.333 0.872 -0.011 0.09 0.29 0.17
H 1.231 1.601 -1.628 -0.13 -0.09 -0.03
H 0.578 0.491 -2.971 -0.04 0.04 0.14
H -2.741 0.088 -1.742 0.15 -0.03 0.10
H -1.061 -1.269 0.580 -0.10 0.13 -0.08
H -2.751 -0.594 0.819 0.16 0.03 -0.08
H -1.733 1.811 0.349 0.07 -0.15 -0.07
C 1.916 -0.125 1.043 0.02 -0.13 0.09
C 1.947 -1.187 1.840 0.02 0.13 -0.08
H 2.344 -0.145 0.045 -0.05 -0.03 0.17
H 1.445 0.807 1.348 0.07 -0.15 -0.02
H 2.414 -2.119 1.529 -0.06 0.14 0.03
H 1.510 -1.169 2.836 0.05 0.02 -0.14
```
Forces are in eV/Å.

Its HOMO energy is -0.3132 Eh. The value obtained for the relative energy (zero: lowest compared OMol25 entry of this formula, charge and spin) is 385.62 kJ/mol. The value obtained for the frontier orbital gap is 9.665 eV. The total energy is -7417.038 eV. As for the structure (SMILES): C=C1[C@H]2C[C@@H]12.C=C.